# C6H16N2P

The ion C6H16N2P with charge +1 in a non-equilibrium geometry (wB97M-V/def2-TZVPD, the Open Molecules 2025 dataset).

Each line ends with the natural charge from an NBO analysis.
Geometry (Å):
C 1.2146 1.2685 -0.9012  -0.65
C -0.9804 0.7855 0.6199  -0.08
C 1.1932 -0.0889 -0.0905  0.11
C 2.3637 -0.2232 0.9438  -0.64
C 1.4374 -1.1486 -1.1317  -0.63
C -3.0105 -0.7700 0.2562  -0.44
N -0.1029 -0.1867 0.6312  -0.68
N -2.2114 0.2508 -0.3697  -0.56
P -0.1790 2.3513 -0.1236  0.56
H 2.1235 1.8751 -0.7156  0.26
H 0.9590 1.1574 -1.9557  0.23
H -1.5650 0.8592 1.7062  0.24
H 3.1891 -0.6807 0.4000  0.22
H 2.1806 -1.0036 1.7864  0.23
H 2.8259 0.6255 1.4033  0.23
H 2.2318 -1.0179 -1.9328  0.25
H 0.5127 -1.3720 -1.6356  0.20
H 1.8199 -2.0336 -0.4467  0.22
H -2.9034 -0.8269 1.3914  0.23
H -3.9600 -0.4681 -0.0146  0.23
H -2.9226 -1.7625 -0.1138  0.24
H -0.3089 -1.0275 1.1816  0.41
H -2.7477 1.0977 -0.6375  0.43
H -1.7422 -0.1017 -1.1362  0.41
H 0.5827 2.4408 0.8852  -0.04

## Properties
SMILES = C[NH2+][C@H]1NC(C)(C)CP1
charge = +1
orbital gap = 10.421 eV
total energy = -688.746366 Ha